Record 1
One molecule with the formula C3H5NO2 in a non-equilibrium geometry, computed with wB97M-V/def2-TZVPD.

The geometry in XYZ format:
```
11
Properties=species:S:1:pos:R:3:mulliken_charge:R:1
H -0.81267 2.22159 -0.26439 0.30
O 0.69436 -1.63400 -1.36825 -0.49
H 0.57623 1.48928 2.18453 0.27
O -0.01154 -1.97068 0.67899 -0.50
C -0.67738 1.06867 -0.38469 -1.03
H 0.91487 -2.59229 -1.22956 0.33
H -1.75438 0.74620 -0.23182 0.30
C 0.28403 0.47123 0.52583 0.63
C 0.39096 -1.11494 -0.07133 0.46
N 0.86869 0.60332 1.60620 -0.57
H -0.47316 0.71164 -1.44553 0.30
```

Computed properties:
ΔE to the lowest compared entry with this formula, charge and spin (kJ/mol): 232.8
HOMO (eV): -9.9
M (g/mol): 87.1
Lowest unoccupied orbital energy (eV): 0.77
Electronic energy (Eh): -322.485672
HOMO-LUMO gap (eV): 10.6
Total charge: 0



Record 2
One molecule with the formula C3H5NO2S in a non-equilibrium geometry, computed with wB97M-V/def2-TZVPD.

The geometry in XYZ format:
```
12
Properties=species:S:1:pos:R:3:mulliken_charge:R:1
O 0.54746 1.27571 -0.33400 -0.57
H -3.10553 1.26001 0.31350 0.21
S -2.36801 -1.37575 -0.15440 -0.30
H -1.60529 2.04194 -0.07401 0.24
H 2.47957 -1.83699 0.49057 0.23
H 2.54499 -0.78312 -0.96358 0.26
N -2.12122 1.22982 0.16050 -0.34
H 2.30917 -0.11097 0.76166 0.31
C 0.03585 0.17990 -0.16926 0.83
C -1.53086 -0.00604 -0.05929 0.00
C 2.12394 -0.90246 0.06414 -0.61
O 0.68994 -0.97205 -0.03582 -0.26
```

Computed properties:
ΔE to the lowest compared entry with this formula, charge and spin (kJ/mol): 29.4
HOMO (eV): -8.8
M (g/mol): 119.1
Lowest unoccupied orbital energy (eV): -0.18
Electronic energy (Eh): -720.735280
HOMO-LUMO gap (eV): 8.6
Total charge: 0



Record 3
One molecule with the formula C3H5NO2S in a non-equilibrium geometry, computed with wB97M-V/def2-TZVPD.

The geometry in XYZ format:
```
12
Properties=species:S:1:pos:R:3:mulliken_charge:R:1
S -3.84374 -0.43602 0.04690 0.23
C -2.19877 -0.28299 -0.07385 0.27
N -1.14139 -1.07352 0.00150 -0.21
O -4.45678 0.84988 -0.11806 -0.49
H 0.47315 1.78731 -0.45273 0.30
H -1.25862 -1.92966 -0.60057 0.29
H 0.82045 -0.51265 -0.90037 0.24
H -0.02811 1.19328 1.33050 0.22
C -0.18196 1.12227 0.21569 -0.25
O -1.45093 1.32134 -0.13009 -0.40
C 0.18793 -0.47231 0.00204 -0.46
H 0.94118 -0.98460 0.70903 0.27
```

Computed properties:
ΔE to the lowest compared entry with this formula, charge and spin (kJ/mol): 418.3
HOMO (alpha / beta) (eV): -8.3 / -8.3
M (g/mol): 119.1
Lowest unoccupied orbital energy (alpha / beta) (eV): 0.32 / 0.32
Electronic energy (Eh): -720.587164
HOMO-LUMO gap (alpha / beta) (eV): 8.6 / 8.6
Total charge: 0



Record 4
One molecule with the formula C3H5NO2S in a non-equilibrium geometry, computed with wB97M-V/def2-TZVPD.

The geometry in XYZ format:
```
12
Properties=species:S:1:pos:R:3:mulliken_charge:R:1
H 0.40647 2.60816 -0.49791 0.21
N 2.03471 -0.11176 0.02578 0.90
H 0.62315 -1.57274 0.48755 0.34
C -1.70433 -0.59049 0.07157 -1.06
C 0.68269 -0.57347 0.17462 -0.46
O 2.93380 -0.90720 0.21321 -0.57
O 2.29017 1.06818 -0.22883 -0.57
H -1.48002 -1.62628 0.33771 0.32
H -1.88216 -0.43347 -1.01457 0.32
H -2.54525 -0.24725 0.70576 0.32
S -0.91108 2.15348 -0.39456 -0.17
C -0.44815 0.23285 0.11966 0.41
```

Computed properties:
ΔE to the lowest compared entry with this formula, charge and spin (kJ/mol): 458.7
HOMO (eV): -9.9
M (g/mol): 119.1
Lowest unoccupied orbital energy (eV): -0.63
Electronic energy (Eh): -720.571802
HOMO-LUMO gap (eV): 9.3
Total charge: 0



Record 5
C3H5NO2S as an isolated structure in a non-equilibrium geometry, computed with wB97M-V/def2-TZVPD.

The geometry in XYZ format:
```
12
Properties=species:S:1:pos:R:3:mulliken_charge:R:1
C -0.76529 -0.64064 0.71233 -0.31
N -1.00767 0.62104 -0.14718 -0.36
C 0.23557 0.15548 -0.88573 -0.08
H 1.40930 -1.25559 0.38512 0.22
O 0.17205 2.76404 -0.57595 -0.57
C 0.41781 -1.17911 -0.08290 -0.43
S 0.38363 1.52410 0.09624 0.98
O 0.88019 1.42028 1.46055 -0.56
H 0.26768 -2.09861 -0.59465 0.29
H 0.02641 0.19854 -2.82880 0.24
H -0.31865 -0.22929 1.68819 0.29
H -1.70102 -1.28025 0.77279 0.31
```

Computed properties:
ΔE to the lowest compared entry with this formula, charge and spin (kJ/mol): 725.9
HOMO (alpha / beta) (eV): -9.9 / -9.9
M (g/mol): 119.1
Lowest unoccupied orbital energy (alpha / beta) (eV): -1.06 / -1.06
Electronic energy (Eh): -720.470024
HOMO-LUMO gap (alpha / beta) (eV): 8.8 / 8.8
Total charge: 0



Record 6
C3H5NO2S2 as an isolated structure in a non-equilibrium geometry, computed with wB97M-V/def2-TZVPD.

The geometry in XYZ format:
```
13
Properties=species:S:1:pos:R:3:mulliken_charge:R:1
C 2.08954 0.44163 -0.21172 0.62
C 0.79362 0.05517 0.52614 -0.61
C -2.33440 -0.14339 -0.17985 -0.10
N -1.36841 0.48296 0.70402 -0.47
H 1.02768 -0.11956 1.58212 0.38
H 0.50495 -0.86698 0.16754 0.38
O 2.25062 1.51096 -0.63200 -0.40
O -0.13890 0.94771 0.18508 -0.11
S -3.99964 -0.46221 -0.23605 -0.20
H -2.12650 -0.77948 -1.20484 0.24
H -1.84948 1.58522 1.23444 0.35
S 3.22062 -1.07579 0.02532 -0.25
H 4.30023 -0.38173 -0.56782 0.18
```

Computed properties:
ΔE to the lowest compared entry with this formula, charge and spin (kJ/mol): 579.4
HOMO (eV): -8.8
M (g/mol): 151.2
Lowest unoccupied orbital energy (eV): -0.38
Electronic energy (Eh): -1118.726690
HOMO-LUMO gap (eV): 8.4
Total charge: 0



Q: What is the formula in the third record?
A: C3H5NO2S